The following is a quantum chemistry calculation of a molecular structure, C3H6ClN, from the Open Molecules 2025 dataset.

Cartesian coordinates (Å):
C (0.8028, -0.8116, -0.4172)
C (1.1890, -0.3643, 1.0396)
C (0.6300, 0.6795, 0.0300)
H (-0.9016, -1.2168, -1.8834)
H (-1.4003, -2.0365, -0.2139)
H (1.7108, -1.0047, -1.1086)
H (0.5016, -0.5300, 1.8274)
H (2.1911, -0.2253, 1.0891)
H (1.4643, 1.3808, -0.3414)
N (-0.5079, -1.4448, -0.9335)
Cl (-0.9260, 0.9838, 0.1912)

Strongest force on any atom (Eh/bohr): 0.132
Energy above the lowest of the compared OMol25 structures with the same formula, charge and spin (kcal per mole): 74.4
E_tot (Ha): -632.7081
Gap between HOMO and LUMO (hartree): 0.3476
Multiplicity: 1
E_LUMO (eV): 0.9

---

The following is a quantum chemistry calculation of 2 unconnected molecules or ions with the total composition C3H6ClN2, from the Open Molecules 2025 dataset.

Cartesian coordinates (Å):
C (-0.7585, 0.2343, -0.9738)
C (0.9629, -0.6183, 0.3377)
C (0.5845, 0.8863, 0.7303)
N (0.1358, -0.8582, -0.7566)
N (-0.4564, 1.2412, -0.1919)
Cl (-3.2517, 0.0202, 0.1106)
H (-1.4023, 0.2706, -1.7769)
H (2.1002, -0.6814, 0.2028)
H (0.5323, -1.2053, 1.1916)
H (0.2259, 1.1637, 1.7615)
H (1.4031, 1.3667, 0.4303)
H (-0.0758, -1.8197, -1.0656)

Total charge: +1
Strongest force on any atom (Eh/bohr): 0.093
Energy above the lowest of the compared OMol25 structures with the same formula, charge and spin (kcal per mole): 105.7
E_tot (Ha): -687.1920
Gap between HOMO and LUMO (alpha / beta) (hartree): 0.2858 / 0.2856
Multiplicity: 1
E_LUMO (alpha / beta) (eV): -8.2 / -7.8

---

The following is a quantum chemistry calculation of C3H6ClNO in the gas phase, from the Open Molecules 2025 dataset.

Cartesian coordinates (Å):
C (-0.3377, 0.3943, 0.4740)
C (-0.3285, -1.0995, 0.2354)
C (0.9453, -0.3828, 0.6849)
H (-1.2301, 1.7557, -0.8091)
H (0.4508, 1.8816, -0.7040)
H (-0.8881, 0.7282, 1.3594)
H (-0.8476, -1.8002, 0.8315)
H (-0.4159, -0.5703, -1.5805)
H (1.2000, -0.5235, 1.7301)
N (-0.3541, 1.2287, -0.7078)
O (-0.5239, -1.4155, -1.0808)
Cl (2.3297, -0.1967, -0.4331)

Strongest force on any atom (Eh/bohr): 0.038
Energy above the lowest of the compared OMol25 structures with the same formula, charge and spin (kcal per mole): 39.8
E_tot (Ha): -708.0507
Gap between HOMO and LUMO (hartree): 0.3634
Multiplicity: 1
E_LUMO (eV): 0.8
Structure (SMILES): N[C@H]1[C@@H](O)[C@H]1Cl

---

The following is a quantum chemistry calculation of 2 unconnected molecules or ions with the total composition C3H6ClNOS, from the Open Molecules 2025 dataset.

Cartesian coordinates (Å):
C (-0.0967, -1.0828, -2.1325)
C (-1.4919, -0.6047, -1.8199)
C (-0.3186, 0.0942, -1.2591)
N (1.2192, 0.3642, 4.2732)
O (1.8326, 2.5475, 3.1848)
S (2.0890, 1.1423, 3.3238)
Cl (0.1183, -0.0248, 0.4341)
H (0.1785, -2.2138, -1.8329)
H (0.0949, -0.8791, -3.1843)
H (-1.9745, -0.1229, -2.6289)
H (-2.2320, -1.0337, -1.1645)
H (0.2212, 1.0254, -1.7194)
H (0.3599, 0.7881, 4.5256)

Strongest force on any atom (Eh/bohr): 0.078
Energy above the lowest of the compared OMol25 structures with the same formula, charge and spin (kcal per mole): 57.8
E_tot (Ha): -1106.1899
Gap between HOMO and LUMO (hartree): 0.3655
Multiplicity: 1
E_LUMO (eV): -0.4

---

The following is a quantum chemistry calculation of C3H6ClNS in the gas phase, from the Open Molecules 2025 dataset.

Cartesian coordinates (Å):
C (1.7487, 0.6837, 0.0570)
C (0.8017, -0.0948, -0.7362)
C (-2.5233, -2.1708, -0.4122)
H (2.5993, 0.8711, -0.6419)
H (2.1673, 0.1000, 0.9324)
H (0.3627, 0.4272, -1.5782)
H (1.3738, -0.9749, -1.1962)
H (-3.1440, -2.7175, -1.1097)
H (-2.8017, -1.9078, 0.6336)
N (-1.4796, -1.6568, -0.9571)
S (-0.6167, -0.7593, 0.2250)
Cl (1.1473, 2.2024, 0.7416)

Strongest force on any atom (Eh/bohr): 0.062
Energy above the lowest of the compared OMol25 structures with the same formula, charge and spin (kcal per mole): 36.6
E_tot (Ha): -1030.9941
Gap between HOMO and LUMO (hartree): 0.3517
Multiplicity: 1
E_LUMO (eV): 0.9
Structure (SMILES): C=NSCCCl

---

The following is a quantum chemistry calculation of a molecular structure, C3H6F10Li3N5O23S10, from the Open Molecules 2025 dataset.

Cartesian coordinates (Å):
Li (-17.0440, 12.2950, -1.9471)
Li (-17.6413, 9.3163, -2.8075)
Li (-12.2233, 9.0686, -4.2337)
N (-16.5681, 10.9000, -3.2662)
S (-14.8995, 10.6481, -2.7815)
O (-14.3626, 11.7580, -1.9964)
O (-14.0058, 9.9191, -3.6650)
F (-15.2383, 9.4650, -1.6921)
S (-16.1894, 11.1536, -4.7209)
O (-16.3740, 9.9963, -5.5621)
O (-15.2223, 12.2196, -5.0917)
F (-17.6303, 11.8506, -4.8800)
N (-16.6909, 14.3371, -1.9083)
S (-18.1052, 15.3816, -1.9136)
O (-19.2140, 15.1581, -2.8129)
O (-17.9964, 16.5916, -1.1380)
F (-18.7298, 14.5822, -0.6401)
S (-16.1279, 15.0916, -3.1848)
O (-15.6197, 16.4486, -3.0121)
O (-16.7041, 14.7512, -4.5027)
F (-14.8294, 14.1720, -3.3237)
N (-16.0912, 13.4882, 1.4123)
S (-15.9348, 11.8155, 1.0515)
O (-16.6451, 11.3545, -0.1600)
O (-15.8017, 10.8770, 2.1897)
F (-14.3909, 11.8168, 0.5900)
S (-17.5075, 13.1871, 2.2020)
O (-17.4112, 12.6937, 3.5320)
O (-18.6857, 12.8704, 1.4470)
F (-17.6715, 14.7704, 2.4675)
N (-20.7508, 10.1626, -1.4848)
S (-20.3903, 11.5614, -1.5298)
O (-21.3524, 12.5942, -1.8373)
O (-19.0056, 11.8381, -1.7912)
F (-20.4165, 11.5023, 0.0947)
S (-20.8048, 9.9404, -3.2268)
O (-19.5390, 9.6669, -3.9560)
O (-21.8663, 10.6638, -3.8765)
F (-21.4067, 8.4512, -3.2128)
N (-18.0180, 7.9302, -1.2474)
S (-18.0738, 6.4753, -1.7970)
O (-18.9075, 5.5998, -1.0016)
O (-16.8722, 5.8703, -2.4563)
F (-18.9693, 6.8166, -3.1648)
S (-16.7908, 7.3613, -0.1070)
O (-15.4308, 7.2135, -0.6316)
O (-17.2084, 6.5358, 1.0345)
F (-16.6425, 8.8122, 0.6690)
C (-11.1149, 12.5143, -2.0910)
O (-10.9563, 11.4991, -3.0496)
C (-11.2425, 11.7219, -4.3239)
O (-11.6576, 10.8470, -5.0546)
O (-11.1685, 13.0326, -4.7153)
C (-11.5697, 13.3686, -6.0750)
H (-11.6456, 13.3415, -2.5624)
H (-10.2306, 12.9338, -1.6113)
H (-11.7337, 12.1723, -1.2614)
H (-10.8803, 13.7988, -6.8015)
H (-12.3438, 14.1359, -6.0605)
H (-11.9192, 12.5496, -6.7036)

Total charge: -2
Strongest force on any atom (Eh/bohr): 0.217
E_tot (Ha): -7125.3579
Gap between HOMO and LUMO (hartree): 0.2347
Multiplicity: 1
E_LUMO (eV): 1.6

---

The following is a quantum chemistry calculation of 2 unconnected molecules or ions with the total composition C3H6F2N, from the Open Molecules 2025 dataset.

Cartesian coordinates (Å):
C (-0.0739, 0.8491, -0.1991)
C (-1.5783, 0.6855, -0.3739)
C (-1.0074, 0.9889, 0.9687)
N (0.8342, -0.3158, -0.3219)
F (-2.2049, 1.6267, -1.0910)
F (-1.1192, 2.1462, 1.5896)
H (0.3460, 1.7796, -0.5678)
H (-2.0064, -0.2948, -0.5681)
H (-1.0421, -0.1287, 1.9987)
H (0.3500, -1.1221, -0.7468)
H (1.1907, -0.6035, 0.6049)
H (1.6427, -0.0792, -0.9163)

Total charge: +1
Strongest force on any atom (Eh/bohr): 0.099
Energy above the lowest of the compared OMol25 structures with the same formula, charge and spin (kcal per mole): 26.5
E_tot (Ha): -372.0139
Gap between HOMO and LUMO (hartree): 0.4213
Multiplicity: 1
E_LUMO (eV): -4.2

---

The following is a quantum chemistry calculation of a gas-phase ion, C3H6F2N (charge +1), from the Open Molecules 2025 dataset.

Cartesian coordinates (Å):
C (0.0178, -0.1874, -0.5299)
C (-0.9341, -0.5227, 0.5862)
C (-0.9096, 0.8718, 0.1853)
N (1.4322, -0.1777, -0.2955)
F (-1.8153, -1.3884, 0.2279)
F (-1.8603, 1.4455, -0.5000)
H (-0.2409, -0.5922, -1.4927)
H (-0.5625, -0.6628, 1.5841)
H (-0.4138, 1.7959, 0.9248)
H (1.9088, 0.0469, -1.1849)
H (1.7582, -1.1660, 0.0979)
H (1.6196, 0.5371, 0.3968)

Total charge: +1
Strongest force on any atom (Eh/bohr): 0.080
Energy above the lowest of the compared OMol25 structures with the same formula, charge and spin (kcal per mole): 21.8
E_tot (Ha): -371.7794
Gap between HOMO and LUMO (alpha / beta) (hartree): 0.1669 / 0.2663
Multiplicity: 3
E_LUMO (alpha / beta) (eV): -4.2 / -10.1